Entry 1:
Entry from OMol25: a cluster of 3 separate species, C31H37BrN2O7S3 in total in a non-equilibrium geometry (the ωB97M-V functional and the def2-TZVPD basis).

Structure (XYZ):
```
81
Properties=species:S:1:pos:R:3:forces:R:3
H 2.013252 0.522416 2.835604 -1.85 1.42 0.49
O 3.509654 2.836888 4.614415 0.17 0.74 -0.38
H 2.752370 -2.387217 -7.951551 -0.13 -0.06 0.14
H -4.143615 -2.882310 -3.876224 -1.50 1.15 0.10
H -1.199216 -0.146542 2.477210 0.41 -0.19 2.28
C -1.679365 1.422605 -2.308343 0.60 0.39 -0.09
C -2.581730 2.338110 -1.287741 -0.03 -0.25 0.32
C 0.749711 -3.623703 -3.352053 -3.04 -2.95 1.53
H -3.091711 -1.259323 4.115559 1.38 1.86 0.83
H 5.031398 -3.181450 -8.236923 0.03 0.08 0.16
C -4.730280 0.517881 -0.609631 0.99 0.21 2.84
O -7.896052 -1.498639 0.746973 7.15 0.89 -4.55
S 0.839883 -0.031841 -2.047599 -0.46 -1.96 0.81
Br -7.037995 -3.902332 -1.803093 0.51 2.29 0.77
H 1.757583 2.079932 3.872875 -1.58 -1.72 -1.72
H -0.665852 -3.719961 -0.047428 1.15 -0.01 -2.56
C -0.810959 -5.089756 -2.164278 3.50 5.30 0.41
C -1.020362 0.082270 -1.632255 -1.05 -1.11 -0.36
H -0.166250 1.192468 5.131423 0.58 -1.53 -1.86
C 0.217097 0.441483 4.296725 0.24 0.20 -0.21
C 4.430350 2.375059 5.601741 0.11 -0.64 0.54
H -5.731799 -0.816654 3.032879 1.32 1.57 -2.28
S 2.740497 -1.992548 -0.416628 -3.18 0.76 -2.58
N 0.664176 -3.010882 -1.942213 -2.13 -2.76 -1.97
C 3.238206 -2.773339 -7.051170 0.20 -0.49 -0.07
H -4.232139 1.140354 4.890951 1.98 -0.30 -1.85
C -5.211751 0.279105 -2.193466 -0.36 3.10 -2.43
H -2.257707 -0.452110 5.634703 -0.23 0.40 -2.53
C -3.884281 0.804400 2.567049 -0.42 0.47 -3.04
H 6.232189 -1.555466 -6.417663 -0.25 0.21 0.07
H 4.584366 1.298123 5.487246 -0.27 0.17 -0.06
C 1.386185 -1.761928 -1.471066 1.04 -0.94 1.33
H -2.135680 2.319034 1.660107 -2.13 -1.68 -0.49
H -2.609657 1.955476 4.163968 -1.77 -1.92 -0.23
C -3.062719 1.633380 1.388924 -3.23 -2.66 -1.12
C 5.181078 4.473118 4.845515 0.53 -0.09 -0.04
H 1.393804 -3.225819 -4.274002 -1.61 -0.59 2.68
H -2.330322 1.158675 -3.247712 1.39 0.29 1.90
H 6.290138 2.661523 4.577667 -0.09 0.04 0.16
C 1.319709 2.617389 1.201618 0.20 0.76 -0.47
H 0.819906 3.662085 0.911788 0.92 -2.32 0.76
C -3.332921 1.012252 4.118121 0.26 -0.64 -0.70
C 3.897318 4.073131 4.183594 -1.23 1.52 -1.25
C -3.474362 1.491880 -0.202864 -1.70 -1.54 2.41
C -0.314500 -3.883622 -1.154877 -0.34 -2.50 -3.86
H -1.540244 -0.853709 -2.145360 1.11 1.84 1.41
O 4.306703 -1.071384 -5.832164 -0.93 -0.21 0.34
H 4.006675 2.569562 6.592615 0.01 -0.01 -0.08
H 1.471091 2.008004 0.203700 -0.14 1.07 2.06
C -6.774495 -1.308615 0.046100 -3.48 -0.13 2.89
C -2.434156 -0.334174 4.464201 -0.30 -0.42 -0.44
H 0.942083 -0.326492 4.850880 -1.58 1.72 -1.17
H 6.323676 3.244458 6.250139 -0.12 -0.10 -0.10
H 5.871534 4.922148 4.127842 -0.35 0.23 0.15
H -3.281930 3.005960 -1.959006 1.35 -1.34 1.52
H 5.123875 -3.642355 -6.528966 -0.02 0.13 -0.13
O 2.129432 -1.525621 -5.299502 1.81 -0.03 -0.64
C 4.731045 -2.892394 -7.226287 0.43 -0.73 -0.41
O -5.243200 1.242239 -3.118168 0.50 -6.03 5.72
H 2.342187 2.871748 1.724209 -2.00 -0.59 -1.09
H -1.092909 0.027454 -0.464537 -0.09 0.25 -2.31
C -5.708098 -1.283347 -2.524360 -1.33 -1.32 3.66
C 5.697293 3.152736 5.358858 0.89 -0.16 0.23
C -5.165972 -0.198826 2.183447 2.26 2.21 -3.18
H -0.687178 -1.548027 3.633568 -0.70 2.41 -0.16
C -5.548232 -0.310324 0.591187 1.93 1.14 0.36
C -1.010011 -0.402220 3.605198 -0.16 -1.11 0.76
H 4.961544 5.168726 5.660221 -0.01 0.07 -0.17
C 1.168767 1.263398 3.232864 1.04 -0.27 1.07
C 3.129937 -1.751919 -5.959774 -1.49 0.65 0.83
N -0.126179 -4.875009 -3.525296 1.55 4.59 5.31
C 5.219845 -1.523576 -6.830901 0.72 0.17 -0.28
O 3.261489 4.759286 3.400592 0.71 -1.60 1.19
O 0.425088 1.875096 2.111368 1.67 0.01 0.69
H 5.200203 -0.817411 -7.667627 -0.01 -0.03 0.08
H -1.583401 -5.929097 -1.887282 1.88 1.92 -0.83
H -1.835898 3.018327 -0.676322 -1.69 -1.35 -1.11
H -0.776800 2.097548 -2.676079 -1.98 -1.22 0.66
C -6.461100 -2.023125 -1.433337 2.16 2.58 -2.60
H 2.792858 -3.723539 -6.747527 -0.27 0.31 -0.12
S -5.283170 -2.079123 -4.202370 0.57 0.38 2.06
```
Forces are in eV/Å.

Computed properties:
Highest occupied orbital energy (eV): -8.046
Charge: 0
LUMO (hartree): -0.061

***

Entry 2:
Entry from OMol25: a cluster of 10 separate species, H24N3O10S in total in a non-equilibrium geometry (the ωB97M-V functional and the def2-TZVPD basis).

Structure (XYZ):
```
38
Properties=species:S:1:pos:R:3:forces:R:3
H 0.707743 2.286472 -0.425443 0.66 0.35 -0.13
H -0.392335 1.254086 0.074561 -1.13 -0.46 0.36
H -2.401831 1.833114 6.649936 -0.73 0.35 0.20
O -2.157034 -1.563672 2.740460 1.57 2.66 -0.14
O 0.003264 -0.145550 -5.806410 0.00 -0.18 0.34
H -5.455614 3.467621 -2.500498 -0.21 -0.17 0.10
H -1.457705 0.941141 7.649678 1.05 0.06 -0.19
N -0.801571 -4.900787 -3.843458 -0.72 0.51 0.03
H -0.781373 2.557032 -1.029165 -0.91 0.27 0.59
H -0.742936 -0.177510 -6.405068 -0.24 0.06 -0.16
N -2.150837 0.891874 6.916716 0.21 0.02 0.47
H 4.415524 3.669197 2.947064 0.05 0.11 0.24
H 3.320851 4.397177 -3.657492 0.20 -0.18 -0.07
H 5.007727 -0.909938 -1.548501 0.15 -0.05 0.23
H 4.862029 2.775607 1.809512 0.20 -0.15 -0.06
H 0.025290 1.287459 -1.544862 0.29 -0.69 -0.22
H -1.238809 -4.483189 -4.652477 -0.12 0.46 -0.48
H 0.201644 -4.799305 -3.901514 0.52 -0.56 -0.09
H 2.091494 -2.708541 4.273415 -0.36 0.00 -0.11
H -1.853102 0.436666 6.065693 0.47 -0.85 -0.48
H 3.293087 5.869074 -3.304405 0.12 0.25 0.07
H -1.111739 -4.398825 -3.023747 -0.32 0.47 0.74
O 4.166674 3.379991 2.069196 -0.29 0.02 -0.21
H -1.192997 -5.829319 -3.774709 0.46 -0.87 0.16
O 2.923406 -2.935837 4.688731 0.27 0.25 0.10
O -2.803760 -3.583775 3.704829 0.50 -1.60 1.89
O 2.769920 5.178130 -3.710771 -0.32 -0.12 0.02
H 0.734164 0.149570 -6.349477 0.23 0.11 -0.14
H -2.859753 0.339160 7.377198 -1.15 -0.07 -0.41
O -2.401883 -3.514313 1.329649 1.78 -0.89 -1.69
O -4.682179 4.012094 -2.647407 0.32 -0.05 0.09
O -4.328785 -2.526482 2.210277 -0.22 0.77 0.12
H 4.688291 -1.398106 -2.945475 0.08 -0.15 -0.18
S -2.897522 -2.801027 2.497717 -3.00 -0.15 -0.34
N -0.148521 1.835523 -0.714490 0.88 0.30 -0.43
H -4.952421 4.636116 -3.321053 -0.05 0.20 -0.16
H 3.071761 -3.849430 4.444646 -0.01 -0.24 -0.01
O 4.529839 -0.671497 -2.342855 -0.26 0.22 -0.03
```
Forces are in eV/Å.

Computed properties:
Highest occupied orbital energy (eV): -5.674
Charge: +1
LUMO (hartree): -0.132

***

Entry 3:
Entry from OMol25: a structure of composition C32H38N2P2RuS3 in a non-equilibrium geometry (the ωB97M-V functional and the def2-TZVPD basis).

Structure (XYZ):
```
78
Properties=species:S:1:pos:R:3:forces:R:3
H 0.868554 -4.591807 -0.371193 -0.03 -0.03 -0.05
H -1.729042 3.514747 2.399623 -0.02 0.01 -0.02
H 4.350927 -0.168041 -3.940046 -0.02 0.00 0.00
C 2.131185 -2.203973 -2.273010 0.25 -0.09 -0.38
H -2.542532 5.824361 2.214180 0.00 -0.01 -0.02
H -1.881990 7.223109 0.286681 0.01 -0.01 0.00
C -1.505931 0.537858 4.133441 0.10 0.07 0.08
H 0.989273 -2.568554 2.809707 0.05 0.02 -0.02
H -2.891472 -2.692825 -0.484473 0.01 0.02 -0.01
S -1.326190 1.522678 -2.197129 0.21 0.35 -0.97
C 3.897851 2.823927 0.671105 -0.71 -0.38 -0.08
C 1.437319 -1.289443 -1.537483 -0.05 -0.11 0.21
C -2.670100 -2.260375 -1.460278 0.03 0.00 0.03
H -4.305402 -1.335737 3.794453 0.02 0.01 0.00
H -1.182630 -4.602890 -1.196762 0.00 -0.03 0.05
H 4.252124 -0.481238 -0.026818 0.00 0.03 -0.04
H 0.517302 -1.033722 2.086237 -0.03 -0.03 0.01
C -2.606351 -0.199299 4.510607 -0.07 -0.04 0.04
H -0.068970 -2.100822 -3.740905 -0.01 -0.05 0.00
H 0.350888 1.963004 3.016022 -0.10 0.00 0.05
C -3.419805 -0.773443 3.535233 -0.05 0.02 0.15
H 3.243339 1.525591 -2.503781 0.00 -0.03 -0.01
H 0.999322 0.730653 -1.767077 -0.27 0.11 0.00
H -3.676998 -1.012422 1.420324 0.02 0.00 -0.03
C 2.292352 0.555041 -0.030631 0.39 0.66 -0.07
C 3.178726 -1.785512 -3.120894 -0.26 -0.17 0.14
C 3.777116 0.481402 0.134462 -0.57 -0.11 -0.18
C 0.325815 -2.792041 0.780503 0.15 -0.05 -0.16
H 0.438237 3.995949 -1.285327 -0.06 0.02 -0.01
H -1.158345 -0.782385 -3.271780 -0.01 0.06 0.02
H -0.706704 -4.007797 2.210006 0.01 0.01 0.00
H -2.915954 -1.192187 -1.439200 0.00 0.03 -0.03
Ru -1.487618 0.432606 -0.227825 1.32 -0.61 1.30
C 4.515431 1.569430 0.450495 0.33 0.13 0.07
C -1.229923 0.679091 2.776417 -0.43 -0.34 -0.20
H -2.844830 -0.315849 5.559829 0.01 0.01 -0.02
H -1.722252 -4.367855 -2.846175 0.03 0.00 0.01
H -1.525146 -3.985292 0.660460 -0.01 -0.02 -0.04
P -0.078979 1.877375 0.676561 -1.97 -0.44 -0.43
H 2.239987 -3.545444 0.037084 0.04 0.01 0.00
S -3.872585 2.801774 -3.150947 -0.32 0.28 -0.34
C 1.695744 1.872363 0.348075 0.28 -0.60 0.28
C -1.222116 -2.517458 -1.918337 0.07 -0.08 -0.12
H 1.476478 -4.525631 1.271989 0.01 -0.01 -0.03
P -0.147961 -1.620327 -0.629560 -0.86 0.64 0.27
H 1.858122 -3.249709 -2.270470 0.00 0.03 0.00
C 3.565922 -0.444153 -3.249590 0.03 0.19 -0.04
H -0.871385 1.017920 4.867086 -0.02 -0.01 0.01
C -1.884545 5.424986 1.453703 -0.02 0.04 -0.04
C 2.492138 2.941985 0.648533 0.65 0.41 -0.13
N -0.170631 1.447758 2.319659 0.71 0.25 -0.11
H -0.014189 -4.261176 -2.480061 0.00 -0.01 0.00
C 2.948379 0.481258 -2.468657 0.15 0.05 -0.06
H 4.500633 3.687570 0.916848 0.03 0.02 0.04
C -3.076023 -0.599854 2.219959 0.19 0.13 -0.02
H 2.041803 3.890052 0.915506 -0.01 0.01 -0.03
C -1.036073 -1.863489 -3.295747 0.03 0.01 0.02
C 1.013837 -1.983618 1.887222 -0.05 0.01 0.07
H 1.834519 -0.199470 0.614308 -0.25 -0.05 0.10
H -3.356172 -2.707019 -2.183888 0.04 -0.03 -0.01
H 2.068209 -1.801870 1.663812 0.03 -0.03 0.00
C -1.419485 4.123591 1.558879 0.07 0.00 0.10
N -1.980230 0.088963 1.834975 -0.07 -0.26 0.14
H -0.389547 6.304491 -1.457770 -0.02 -0.01 0.00
C 1.278095 -3.924765 0.380913 -0.09 -0.01 0.12
H -1.802226 -2.264342 -3.963530 0.02 0.02 0.02
S -3.440010 1.626753 -0.388384 -0.08 0.17 0.04
H 3.685870 -2.534497 -3.720444 0.02 0.00 0.03
H -1.631015 -2.587551 1.738167 0.02 -0.01 -0.03
C -1.512833 6.209570 0.370866 0.01 -0.04 -0.01
C 1.879821 0.115138 -1.532868 0.42 -0.14 0.07
H 5.590684 1.482179 0.542725 -0.02 0.03 0.01
C -0.972317 -3.371012 1.363493 0.03 0.08 0.03
C -3.008160 2.096285 -2.019361 0.48 -0.18 0.25
C -0.204949 4.394518 -0.508883 0.05 0.08 0.04
C -0.673954 5.694307 -0.610796 -0.01 0.00 0.02
C -0.565949 3.608416 0.586347 0.21 0.03 -0.05
C -1.006482 -4.021809 -2.096412 0.00 0.01 -0.01
```
Forces are in eV/Å.

Computed properties:
Highest occupied orbital energy (alpha / beta) (eV): -12.034 / -12.048
Energy above the lowest of the compared OMol25 structures with the same formula, charge and spin (kcal per mole): 74.0
Charge: +2
LUMO (alpha / beta) (hartree): -0.327 / -0.327

***

Number 1: energy -5607.41443 Eh. Number 2: energy -1328.71493 Eh. Number 3: energy -3323.26765 Eh.